--- i ---
The following is a DFT calculation (ωB97M-V/def2-TZVPD) of 5 unconnected molecules or ions with the total composition C5H20O5.

CARTESIAN COORDINATES (ANGSTROEM)
C 0.78 -4.21 -0.64
O 0.77 -5.00 0.53
H 1.46 -3.33 -0.60
H 0.96 -4.86 -1.50
H -0.27 -3.85 -0.79
H 0.36 -4.56 1.30
C 0.17 -0.91 2.14
O -1.07 -0.79 1.46
H 0.92 -1.45 1.53
H 0.66 0.04 2.37
H -0.08 -1.37 3.11
H -0.93 -0.13 0.77
C 2.26 2.47 1.87
O 2.96 1.67 0.90
H 2.08 1.89 2.78
H 2.89 3.35 2.09
H 1.35 2.82 1.42
H 3.87 1.68 1.09
C -3.25 1.43 -2.28
O -2.83 2.36 -1.35
H -4.10 0.83 -1.91
H -3.44 1.83 -3.27
H -2.45 0.68 -2.49
H -3.62 2.73 -0.94
C 0.44 1.04 -1.47
O -0.48 1.13 -0.33
H 1.44 1.09 -1.05
H 0.28 0.07 -1.97
H 0.21 1.84 -2.12
H -1.35 1.52 -0.67

Output
**SMILES**: CO.CO.CO.CO.CO
**Highest occupied orbital energy**: -9.467 eV
**Kohn-Sham gap**: 10.04 eV
**LUMO energy**: 0.6 eV

---

--- ii ---
The following is a DFT calculation (ωB97M-V/def2-TZVPD) of 5 unconnected molecules or ions with the total composition C5H20O5.

CARTESIAN COORDINATES (ANGSTROEM)
C 1.79 -4.93 -2.88
O 1.73 -5.53 -4.18
H 2.81 -4.80 -2.52
H 1.35 -3.93 -2.85
H 1.28 -5.57 -2.16
H 0.81 -5.67 -4.42
C -4.54 3.52 4.88
O -3.50 2.79 5.42
H -5.07 4.14 5.60
H -4.07 4.22 4.18
H -5.28 2.95 4.31
H -3.02 2.45 4.66
C 4.57 -1.68 3.50
O 3.82 -2.41 2.54
H 4.57 -2.19 4.47
H 5.62 -1.65 3.23
H 4.21 -0.66 3.64
H 3.99 -3.35 2.68
C -1.35 -0.28 0.32
O -0.71 -0.07 1.60
H -0.68 0.02 -0.48
H -1.68 -1.32 0.25
H -2.24 0.35 0.32
H 0.03 -0.68 1.56
C -0.39 4.23 -5.61
O -1.80 4.05 -5.33
H 0.16 3.95 -4.71
H -0.12 3.53 -6.40
H -0.22 5.27 -5.86
H -2.07 3.25 -5.77

Output
**SMILES**: CO.CO.CO.CO.CO
**Highest occupied orbital energy**: -10.173 eV
**Kohn-Sham gap**: 10.60 eV
**LUMO energy**: 0.4 eV

---

According to the calculations, the structures order from most to least stable as i, ii.

---

--- i ---
The following is a DFT calculation (ωB97M-V/def2-TZVPD) of 2 unconnected molecules or ions with the total composition CH3FN2O2.

CARTESIAN COORDINATES (ANGSTROEM)
C 0.29 0.41 -0.91
N -0.28 -0.81 -0.63
N -0.64 -0.13 1.48
O 0.10 0.77 1.56
O -1.43 -0.73 2.09
F 0.63 -1.86 -0.56
H -0.46 1.12 -1.25
H 0.75 0.88 -0.11
H 1.05 0.34 -1.69

Output
**Highest occupied orbital energy (spin up / spin down)**: -9.911 / -9.622 eV
**Kohn-Sham gap (spin up / spin down)**: 9.18 / 9.28 eV
**LUMO energy (spin up / spin down)**: -0.7 / -0.3 eV

---

--- ii ---
The following is a DFT calculation (ωB97M-V/def2-TZVPD) of 2 unconnected molecules or ions with the total composition CH3FN2O2.

CARTESIAN COORDINATES (ANGSTROEM)
C 0.27 1.11 0.33
N 1.40 0.77 0.62
N 2.00 -0.48 0.14
O 2.84 -0.33 -0.69
O 1.69 -1.45 0.69
H 0.05 2.02 0.74
H -0.46 0.70 -0.35
F -0.56 -2.12 -0.34
H -0.03 -2.90 0.01

Output
**SMILES**: C=N[N+](=O)[O-].F
**Highest occupied orbital energy**: -10.978 eV
**Kohn-Sham gap**: 11.51 eV
**LUMO energy**: 0.5 eV

---

According to the calculations, the structures order from most to least stable as ii, i.

---

--- i ---
The following is a DFT calculation (ωB97M-V/def2-TZVPD) of a gas-phase ion, C4H10O2 (charge +1).

CARTESIAN COORDINATES (ANGSTROEM)
C 0.76 -1.44 -0.69
O -0.50 -1.88 -0.17
C 0.95 -0.05 -0.11
C -0.37 0.76 0.01
C -0.65 1.30 1.40
O -0.59 1.69 -0.99
H 1.47 -2.19 -0.33
H 0.74 -1.36 -1.79
H -0.80 -2.65 -0.69
H 1.37 -0.22 0.88
H 1.72 0.49 -0.66
H -1.09 -0.04 -0.29
H -1.19 2.24 1.28
H -1.30 0.67 2.00
H 0.28 1.46 1.95
H -0.80 1.22 -1.80

Output
**Total charge**: +1
**Expectation value of S²**: 0.7548
**Highest occupied orbital energy (spin up / spin down)**: -15.941 / -15.612 eV
**Spin multiplicity**: 2
**Kohn-Sham gap (spin up / spin down)**: 12.42 / 6.32 eV
**LUMO energy (spin up / spin down)**: -3.5 / -9.3 eV

---

--- ii ---
The following is a DFT calculation (ωB97M-V/def2-TZVPD) of 2 unconnected molecules or ions with the total composition C4H10O2.

CARTESIAN COORDINATES (ANGSTROEM)
C -0.39 -0.58 -1.90
C -0.97 -0.16 -0.61
C -0.49 0.68 0.38
O 0.77 1.06 0.29
C -1.19 1.04 1.66
H 0.49 0.00 -2.16
H -1.19 -0.31 -2.61
H -0.21 -1.64 -2.04
H -1.99 -0.49 -0.44
H 0.89 1.90 0.77
H -0.54 0.75 2.48
H -2.09 0.42 1.76
H -1.55 2.06 1.59
H 1.10 -1.98 0.61
H 2.03 -0.86 0.28
O 1.86 -1.79 0.00

Output
**Total charge**: +1
**Expectation value of S²**: 0.7529
**Highest occupied orbital energy (spin up / spin down)**: -15.171 / -15.156 eV
**Spin multiplicity**: 2
**Kohn-Sham gap (spin up / spin down)**: 11.05 / 7.06 eV
**LUMO energy (spin up / spin down)**: -4.1 / -8.1 eV

---

According to the calculations, the structures order from most to least stable as ii, i.

---

--- i ---
The following is a DFT calculation (ωB97M-V/def2-TZVPD) of a molecular structure, C16H10BeF6N5O5PS5.

CARTESIAN COORDINATES (ANGSTROEM)
Be -0.59 0.38 -0.18
N 1.07 0.16 -0.22
C 2.20 -0.08 -0.32
N 3.42 -0.47 -0.50
C 4.42 0.39 -0.52
N 5.37 1.05 -0.56
S -3.48 -2.97 0.90
P -3.17 -1.87 -0.69
S -1.28 -1.40 -1.25
C -4.19 -0.35 -0.66
C -5.17 -0.19 0.32
C -5.97 0.94 0.32
C -5.78 1.93 -0.64
C -4.79 1.78 -1.60
C -4.00 0.64 -1.62
C -3.89 -2.73 -2.16
C -5.27 -2.94 -2.18
C -5.86 -3.61 -3.24
C -5.08 -4.09 -4.29
C -3.71 -3.89 -4.26
C -3.12 -3.20 -3.20
H -5.28 -0.95 1.08
H -6.73 1.07 1.09
H -6.39 2.83 -0.62
H -4.60 2.57 -2.32
H -3.21 0.54 -2.34
H -5.88 -2.58 -1.36
H -6.94 -3.76 -3.25
H -5.54 -4.62 -5.11
H -3.09 -4.25 -5.07
H -2.05 -3.03 -3.19
F -3.08 2.86 3.35
C -2.91 1.92 2.41
F -3.80 0.95 2.60
F -3.13 2.48 1.22
S -1.18 1.29 2.49
O -1.10 0.27 1.44
O -0.35 2.44 2.31
N -1.27 0.66 3.91
S -0.09 -0.10 4.64
O 1.22 0.23 4.17
O -0.36 -0.12 6.05
C -0.36 -1.86 4.12
F 0.46 -2.65 4.84
F -1.61 -2.24 4.34
F -0.07 -2.03 2.84
O -1.38 3.98 -2.04
S -0.57 3.04 -1.25
N -1.16 1.74 -0.90

Output
**Total charge**: -2
**Highest occupied orbital energy**: -3.295 eV
**Kohn-Sham gap**: 7.53 eV
**LUMO energy**: 4.2 eV

---

--- ii ---
The following is a DFT calculation (ωB97M-V/def2-TZVPD) of a molecular structure, C16H10BeF6N5O5PS5.

CARTESIAN COORDINATES (ANGSTROEM)
Be -1.24 -1.57 0.16
N -2.28 -2.50 1.08
C -3.06 -3.03 1.76
N -3.95 -3.43 2.56
C -4.66 -4.46 2.88
N -5.37 -5.29 3.28
S 1.80 0.87 1.37
P 0.07 1.40 0.62
S -1.66 0.40 0.99
C 0.15 1.72 -1.18
C 1.38 1.69 -1.84
C 1.45 2.06 -3.17
C 0.31 2.47 -3.84
C -0.92 2.48 -3.19
C -1.00 2.11 -1.86
C -0.25 3.12 1.21
C 0.63 4.11 0.78
C 0.50 5.41 1.26
C -0.50 5.72 2.17
C -1.35 4.72 2.62
C -1.23 3.42 2.14
H 2.25 1.36 -1.29
H 2.41 2.06 -3.68
H 0.37 2.76 -4.88
H -1.81 2.79 -3.72
H -1.94 2.10 -1.33
H 1.41 3.86 0.07
H 1.18 6.18 0.92
H -0.61 6.73 2.53
H -2.12 4.96 3.35
H -1.90 2.64 2.47
F 1.78 -3.28 -2.93
C 1.35 -2.27 -2.17
F 2.43 -1.58 -1.76
F 0.69 -1.44 -2.95
S 0.67 -3.05 -0.56
O 0.35 -1.98 0.39
O -0.29 -4.09 -0.75
N 2.11 -3.64 -0.26
S 2.33 -4.60 0.97
O 1.19 -5.35 1.41
O 3.57 -5.31 0.83
C 2.67 -3.42 2.38
F 3.49 -4.01 3.29
F 3.30 -2.32 1.96
F 1.57 -3.06 3.03
O -1.56 -3.08 -3.48
S -2.17 -2.74 -2.19
N -1.54 -1.62 -1.44

Output
**Total charge**: -2
**Highest occupied orbital energy**: -3.354 eV
**Kohn-Sham gap**: 7.55 eV
**LUMO energy**: 4.2 eV

---

According to the calculations, the structures order from most to least stable as i, ii.